C5H14N3 | ωB97M-V with the def2-TZVPD basis set

```
22
Properties=species:S:1:pos:R:3:forces:R:3
N -0.614 0.442 -0.467 2.17 0.90 -0.19
N -1.637 -0.197 -1.212 -1.94 -0.21 0.47
N -2.686 1.019 0.575 -1.61 0.63 -1.18
C 2.027 0.740 -1.731 0.55 -0.82 0.40
C 1.972 0.538 0.925 -1.46 -0.96 -2.55
C -1.855 -0.041 0.221 -0.22 0.70 0.35
C -1.641 -1.179 1.254 2.04 3.00 -0.66
C 1.607 0.023 -0.488 -0.63 0.33 0.92
H 1.136 1.150 1.257 0.20 -0.02 0.41
H 1.584 0.242 -2.602 -0.23 0.84 0.08
H -1.523 -1.187 -1.327 1.08 -0.65 -0.50
H -0.531 -1.128 1.154 -0.62 -1.39 1.06
H -2.094 -2.077 1.007 -0.59 -1.84 -0.75
H 3.133 0.744 -1.963 -0.75 -0.65 0.85
H -0.623 1.466 -0.747 -0.42 -1.49 0.57
H 1.903 1.802 -1.542 -0.66 0.28 -0.57
H -1.996 -0.890 2.256 0.39 0.11 -0.53
H -3.704 0.899 0.619 0.67 -0.44 -0.43
H 1.335 -1.037 -0.517 0.28 0.38 -0.34
H -2.418 1.474 1.396 0.60 0.66 1.50
H 2.847 1.114 0.825 1.10 0.85 0.15
H 2.128 -0.351 1.496 0.03 -0.22 0.92
```
Forces are in eV/Å.

The energy above the lowest of the compared OMol25 structures with the same formula, charge and spin is 517.0 kJ/mol. The maximum force is 3.69 eV/Å. For the orbital gap, the calculation gives 0.312 hartree. Its total charge is +1. The HOMO energy is -13.47 eV.